{
  "formula": "C4H7ClO",
  "method": "ωB97M-V/def2-TZVPD",
  "e_tot_ha": -691.82894,
  "homo_energy_ev": [-8.41, -8.39],
  "e_above_lowest_ev": 5.904,
  "lumo_ev": [0.20, 0.16],
  "homo_lumo_gap_ev": [8.62, 8.56],
  "symbols": ["C", "C", "C", "C", "O", "Cl", "H", "H", "H", "H", "H", "H", "H"],
  "coordinates": [[0.599, -1.846, 0.978], [0.463, -0.569, 0.652], [0.599, 1.656, 0.820], [-2.232, -0.625, 0.002], [1.254, 0.459, 0.486], [-3.089, 0.798, 0.256], [1.628, -2.232, 0.843], [-0.192, -2.538, 0.574], [0.265, 1.560, 1.839], [-0.350, 1.836, 0.141], [1.331, 2.539, 0.690], [-2.477, -1.528, 0.546], [-1.772, -0.897, -0.909]],
  "atomic_forces_ev_per_a": [[0.40, -0.66, -2.37], [-1.43, -0.70, 0.09], [-1.01, 2.63, -1.35], [1.02, -1.09, 0.71], [0.33, -0.69, -0.29], [-0.21, 0.16, -0.12], [-0.33, -0.01, 0.78], [0.70, 0.76, 1.15], [-0.16, 0.40, 0.46], [1.97, -0.39, 1.24], [-1.13, -1.58, 0.23], [-0.29, 0.46, 0.64], [0.17, 0.70, -1.16]]
}

{
  "formula": "C7H8O",
  "method": "ωB97M-V/def2-TZVPD",
  "e_tot_ha": -346.63991,
  "homo_energy_ev": -8.24,
  "e_above_lowest_ev": 3.690,
  "lumo_ev": 1.09,
  "smiles": "C=C[C@]12C[C@H]1C=CO2",
  "homo_lumo_gap_ev": 9.33,
  "symbols": ["C", "C", "C", "C", "C", "C", "C", "O", "H", "H", "H", "H", "H", "H", "H", "H"],
  "coordinates": [[-1.053, -0.521, -0.534], [-1.870, 0.615, -0.396], [2.446, 0.522, -0.632], [1.738, -0.384, -0.037], [-0.645, -1.249, 0.777], [-1.332, 1.537, 0.374], [0.262, -0.143, 0.375], [-0.082, 1.216, 0.677], [-1.027, -1.298, -1.274], [-2.854, 0.511, -0.867], [3.480, 0.344, -0.741], [1.947, 1.415, -0.917], [2.165, -1.356, 0.318], [-1.217, -1.339, 1.680], [-0.172, -2.318, 0.522], [-1.788, 2.446, 0.675]],
  "atomic_forces_ev_per_a": [[2.72, -2.94, 2.03], [-3.06, -0.45, -1.42], [0.10, 0.42, -0.13], [-2.52, -1.61, 2.19], [1.35, -1.95, -0.84], [-0.90, -0.76, -1.01], [-0.35, 0.03, -2.33], [2.87, -0.20, 2.01], [-0.18, 0.64, -0.98], [0.28, 0.93, 0.40], [1.01, 0.19, -0.55], [0.13, 0.86, -0.31], [-0.44, 0.94, -0.38], [-0.39, 0.61, 0.28], [-0.91, 2.58, 0.59], [0.30, 0.73, 0.47]]
}

Please write out number 1 again, unchanged.
{
  "formula": "C4H7ClO",
  "method": "ωB97M-V/def2-TZVPD",
  "e_tot_ha": -691.82894,
  "homo_energy_ev": [-8.41, -8.39],
  "e_above_lowest_ev": 5.904,
  "lumo_ev": [0.20, 0.16],
  "homo_lumo_gap_ev": [8.62, 8.56],
  "symbols": ["C", "C", "C", "C", "O", "Cl", "H", "H", "H", "H", "H", "H", "H"],
  "coordinates": [[0.599, -1.846, 0.978], [0.463, -0.569, 0.652], [0.599, 1.656, 0.820], [-2.232, -0.625, 0.002], [1.254, 0.459, 0.486], [-3.089, 0.798, 0.256], [1.628, -2.232, 0.843], [-0.192, -2.538, 0.574], [0.265, 1.560, 1.839], [-0.350, 1.836, 0.141], [1.331, 2.539, 0.690], [-2.477, -1.528, 0.546], [-1.772, -0.897, -0.909]],
  "atomic_forces_ev_per_a": [[0.40, -0.66, -2.37], [-1.43, -0.70, 0.09], [-1.01, 2.63, -1.35], [1.02, -1.09, 0.71], [0.33, -0.69, -0.29], [-0.21, 0.16, -0.12], [-0.33, -0.01, 0.78], [0.70, 0.76, 1.15], [-0.16, 0.40, 0.46], [1.97, -0.39, 1.24], [-1.13, -1.58, 0.23], [-0.29, 0.46, 0.64], [0.17, 0.70, -1.16]]
}

> Number 1 is which compound?

C4H7ClO